Below is an isolated ion of composition C4H7N2O and charge +1 in a non-equilibrium geometry, with properties calculated with wB97M-V/def2-TZVPD.

The geometry in XYZ format:
```
14
Properties=species:S:1:pos:R:3
C -0.733 -1.316 -0.287
C 0.147 -0.390 0.605
N -0.242 1.024 0.393
C 0.747 1.643 -0.157
N 1.890 0.981 -0.174
C 1.604 -0.415 0.255
O 2.381 -1.273 0.061
H -1.001 -0.738 -1.139
H -1.653 -1.437 0.346
H -0.091 -2.277 -0.588
H 0.119 -0.666 1.692
H -1.269 1.338 0.340
H 0.508 2.626 -0.403
H 2.750 1.323 -0.765
```

Max |F| = 0.058 hartree/bohr
Kohn-Sham gap = 11.23 eV
ΔE to the lowest compared entry with this formula, charge and spin = 20.4 kcal per mole
Structure (SMILES) = C[C@@H]1[NH+]=CNC1=O
M = 99.11 Da
Energy = -9281.906 eV
Net charge = +1
Highest occupied orbital energy = -0.5741 Ha